Entry 1:
This record from OMol25 describes a cluster of 2 separate species, C5H11P in total at a distorted geometry. The level of theory is ωB97M-V/def2-TZVPD.

Computed properties:
**LUMO (alpha / beta)**: 0.1 / -0.7 eV
**Max |F|**: 3.6 eV/Å
**Energy**: -14646.0368 eV
**Charge**: 0
**Relative energy (zero: lowest compared OMol25 entry of this formula, charge and spin)**: 121.9 kcal per mole

Geometry as XYZ:
```
17
Properties=species:S:1:pos:R:3:mulliken_charge:R:1
C 0.6424 -0.0550 -0.5118 0.174
C -0.1863 -0.3521 0.6191 -0.086
C 2.1648 -0.1070 -0.4863 -1.137
C -0.0347 -1.0304 2.0125 -1.057
C -1.7585 1.3728 -1.0742 -0.641
P -0.5062 1.3613 0.1835 -0.095
H 0.2468 -0.4718 -1.4458 0.396
H -2.2954 -1.0860 -0.7530 0.129
H 2.5329 -0.8374 -1.2075 0.338
H 2.5429 -0.3640 0.5565 0.294
H 2.6036 0.8422 -0.8878 0.283
H 0.4574 -0.2201 2.5887 0.302
H 0.7627 -1.8260 2.0525 0.278
H -1.0254 -1.2977 2.2863 0.335
H -2.3460 0.3213 -1.0307 -0.073
H -1.3357 1.5223 -2.0396 0.257
H -2.4654 2.2276 -0.8624 0.303
```

=====

Entry 2:
This record from OMol25 describes a cluster of 5 separate species, C23H47O14P in total at a distorted geometry. The level of theory is ωB97M-V/def2-TZVPD.

Computed properties:
**LUMO**: 0.3 eV
**Max |F|**: 3.3 eV/Å
**Energy**: -62568.6944 eV
**Charge**: 0

Geometry as XYZ:
```
85
Properties=species:S:1:pos:R:3:mulliken_charge:R:1
C -5.2222 -6.3718 1.9214 -0.848
C -5.5506 -5.4364 0.7341 0.006
O -5.9493 -6.1296 -0.4631 -0.465
P -4.7041 -6.4723 -1.4499 0.783
O -5.1930 -7.1865 -2.6160 -0.812
C -3.9679 -4.8975 -2.0385 -0.851
C -2.4870 -4.7045 -1.6578 -0.584
O -2.3643 -4.8170 -0.2267 -0.189
C -1.2318 -5.4044 0.1713 0.486
O -0.7848 -6.3888 -0.2468 -0.407
O -0.5987 -4.7471 1.1993 -0.378
O -3.6578 -7.3190 -0.5780 -0.073
C -3.7218 -8.7477 -0.7970 -0.417
C -5.0728 -9.4096 -0.4663 -0.984
H -4.2259 -6.1181 2.2948 0.209
H -5.9184 -6.2578 2.7515 0.315
H -5.1735 -7.4054 1.5863 0.120
H -6.3779 -4.7713 0.9887 0.507
H -4.6832 -4.7820 0.5913 -0.021
H -4.0503 -4.8198 -3.1215 0.474
H -4.5538 -4.0609 -1.6443 0.425
H -2.2448 -3.6669 -1.9040 0.358
H -1.8548 -5.4037 -2.2003 0.435
H -1.1170 -4.9325 1.9966 0.300
H -2.9814 -9.1739 -0.1164 0.318
H -3.3577 -8.9871 -1.7954 0.390
H -4.9845 -9.9700 0.4707 0.343
H -5.2970 -10.1508 -1.2333 0.262
H -5.8970 -8.7126 -0.3333 0.300
C 1.4861 -2.2152 1.7846 -0.449
C 0.5348 -1.5337 2.7449 -0.566
O 1.2323 -0.9036 3.8193 -0.409
C 1.7602 0.3390 3.7383 0.709
C 1.8661 1.0039 2.3887 -0.629
O 2.1923 0.8544 4.7324 -0.591
H 2.1615 -1.4996 1.3131 0.278
H 0.9343 -2.7363 1.0036 0.019
H 2.1089 -2.9371 2.3153 0.347
H -0.1254 -0.8246 2.2426 0.385
H -0.1087 -2.2815 3.2087 0.256
H 2.8606 0.8190 1.9810 0.263
H 1.7272 2.0723 2.5213 0.076
H 1.1149 0.6835 1.6736 0.306
C 0.3255 7.0417 1.9568 -0.958
C 1.4139 6.0166 1.7193 -0.389
O 0.8956 4.6824 1.7971 -0.371
C 0.3151 4.0508 0.7642 0.865
C -0.0627 4.8402 -0.4659 -1.037
O 0.0485 2.8818 0.8692 -0.564
H -0.4537 6.9845 1.1964 0.236
H 0.7407 8.0498 1.9492 0.261
H -0.1549 6.8649 2.9207 0.389
H 1.9391 6.1770 0.7782 0.321
H 2.1605 6.0938 2.5089 0.362
H -1.1054 5.1450 -0.3829 0.262
H 0.0520 4.1935 -1.3335 0.326
H 0.5579 5.7160 -0.6429 0.316
C 2.6812 -3.2371 -1.6833 -0.785
C 3.3533 -2.6970 -2.9285 -0.585
O 3.7954 -1.3504 -2.7440 -0.380
C 4.9741 -1.0172 -2.1784 0.742
C 5.7705 -2.0778 -1.4551 -0.892
O 5.3342 0.1261 -2.2025 -0.557
H 3.3682 -3.2707 -0.8373 0.251
H 2.3002 -4.2446 -1.8581 0.399
H 1.8504 -2.5928 -1.3928 0.242
H 4.1734 -3.3322 -3.2678 0.398
H 2.6320 -2.6610 -3.7442 0.326
H 5.5287 -2.0394 -0.3935 0.226
H 6.8278 -1.8591 -1.5879 0.308
H 5.6101 -3.0874 -1.8268 0.316
C 1.9093 12.2049 0.0813 -0.995
C 2.9867 11.1703 -0.1698 -0.404
O 2.4630 9.8395 -0.1043 -0.376
C 1.8722 9.2137 -1.1381 0.808
C 1.4863 10.0080 -2.3620 -1.155
O 1.6014 8.0475 -1.0382 -0.510
H 1.1270 12.1641 -0.6772 0.272
H 2.3354 13.2086 0.0833 0.373
H 1.4303 12.0247 1.0442 0.297
H 3.5113 11.3340 -1.1124 0.372
H 3.7374 11.2297 0.6168 0.330
H 0.4455 10.3158 -2.2701 0.277
H 1.5922 9.3646 -3.2328 0.337
H 2.1084 10.8817 -2.5403 0.347
```

=====

Entry 3:
This record from OMol25 describes a structure of composition C30H46LaO3P2 at a distorted geometry. The level of theory is ωB97M-V/def2-TZVPD.

Computed properties:
**LUMO**: -4.1 eV
**Max |F|**: 15.2 eV/Å
**Energy**: -57416.6822 eV
**Charge**: +1
**Relative energy (zero: lowest compared OMol25 entry of this formula, charge and spin)**: 380.2 kcal per mole

Geometry as XYZ:
```
82
Properties=species:S:1:pos:R:3:mulliken_charge:R:1
La 0.9349 1.4423 0.2598 -1.654
C 2.5520 2.6391 -0.6365 0.531
C 1.2842 3.3303 -0.7613 0.450
C 1.7476 3.0684 1.5120 0.390
C 2.8328 2.4561 0.7516 0.287
C 0.8161 3.6182 0.5798 0.693
C 3.4484 2.2584 -1.7761 -1.403
H 2.8781 2.1088 -2.6973 0.336
H 3.9971 1.3376 -1.5608 0.370
H 4.1841 3.0509 -1.9690 0.331
C 4.0371 1.8042 1.3562 -0.892
H 4.5796 1.2128 0.6135 0.253
H 3.7417 1.1324 2.1680 0.149
H 4.7290 2.5546 1.7626 0.345
C 1.6823 3.1323 3.0062 -0.809
H 2.2466 3.9938 3.3886 0.317
H 2.1018 2.2225 3.4470 0.153
H 0.6491 3.2261 3.3517 0.254
C -0.3987 4.4282 0.9197 -1.324
H -0.1288 5.4816 1.0748 0.349
H -0.8752 4.0666 1.8351 0.336
H -1.1371 4.3939 0.1138 0.331
C 0.6886 3.8539 -2.0337 -1.145
H 1.0133 4.8855 -2.2325 0.302
H -0.4044 3.8541 -1.9881 0.337
H 0.9863 3.2425 -2.8906 0.315
C -1.9301 -3.9135 -3.7376 -0.283
C -1.6423 -3.0174 -4.6891 -0.543
C -2.5555 -2.2431 -5.6032 -0.559
C -4.0456 -2.1525 -5.2066 -0.968
C -4.2610 -1.5074 -3.8586 -0.177
C -4.2154 -2.0673 -2.6440 -0.576
C -3.9495 -3.4941 -2.2408 -0.495
C -3.2811 -4.4140 -3.2863 -0.987
H -2.4840 -2.6620 -6.6193 0.359
H -4.5067 -3.1405 -5.2555 0.341
H -2.1557 -1.2224 -5.6823 0.270
H -3.9532 -4.5692 -4.1323 0.358
H -1.0835 -4.3241 -3.1867 0.388
H -0.5850 -2.7978 -4.8426 0.598
H -3.1486 -5.3980 -2.8214 0.405
H -3.3147 -3.4712 -1.3440 0.240
H -4.3954 -1.4026 -1.7981 0.503
H -4.8949 -3.9561 -1.9151 0.411
H -4.5516 -1.5451 -5.9664 0.406
H -4.4505 -0.4341 -3.8908 0.362
P 0.7221 -0.3248 -1.1597 1.414
C 1.8266 -1.7923 -1.1079 -1.321
C 0.5034 -0.0900 -2.9737 -1.043
P -1.2443 0.7853 0.2176 1.317
C -0.9469 -0.8757 -0.5588 -0.703
C -2.4788 1.5944 -0.8846 -1.135
C -2.2368 0.5010 1.7377 -0.780
H 2.1148 -1.9472 -0.0651 0.378
H 2.7260 -1.5797 -1.6948 0.426
H 1.3366 -2.6866 -1.5080 0.381
H -0.0463 -0.9249 -3.4220 0.077
H 1.4869 -0.0190 -3.4483 0.454
H -0.0344 0.8428 -3.1609 0.360
H -3.0922 -0.1568 1.5501 0.450
H -2.5973 1.4652 2.1109 0.445
H -1.5712 0.0610 2.4845 -0.186
H -0.7885 -1.5976 0.2493 0.514
H -1.6723 -1.2635 -1.2821 0.148
H -2.9085 2.4590 -0.3694 0.421
H -3.2870 0.9056 -1.1543 0.332
H -1.9838 1.9488 -1.7922 0.307
O -0.2109 -1.1824 5.1762 -0.592
C 1.0017 -1.3763 5.7185 0.738
C 1.0844 -1.9747 6.9918 -0.928
C 2.3133 -2.1557 7.6479 -0.308
C 3.4846 -1.7668 7.0304 -0.706
C 3.4237 -1.1782 5.7795 -0.521
C 2.1793 -0.9421 5.0860 0.379
C 2.2946 -0.1189 3.8146 0.396
O 3.3620 0.6043 4.0097 -0.718
O 1.4027 0.0977 2.7321 -0.281
H -0.3333 -0.7377 4.3202 0.158
H 0.1876 -2.2769 7.5123 0.381
H 2.3660 -2.5891 8.6403 0.388
H 4.4451 -1.8909 7.5234 0.373
H 4.3890 -0.8797 5.3747 0.327
```

=====

Entry 4:
This record from OMol25 describes the molecule C16H15N3O3S2. The level of theory is ωB97M-V/def2-TZVPD.

Computed properties:
**LUMO**: -0.1 eV
**Max |F|**: 0.9 eV/Å
**Energy**: -49118.6124 eV
**Charge**: 0
**Relative energy (zero: lowest compared OMol25 entry of this formula, charge and spin)**: 18.5 kcal per mole

Geometry as XYZ:
```
39
Properties=species:S:1:pos:R:3:mulliken_charge:R:1
C -1.3682 -2.0854 1.4418 -1.052
C -0.0768 -2.1548 0.7188 0.633
N 1.0376 -1.6985 1.1712 -0.617
C 2.0921 -1.9525 0.3420 0.309
C 3.4455 -1.4528 0.7280 -0.800
C 3.4769 0.0635 0.5774 0.495
O 4.3272 0.6796 -0.0145 -0.637
N 2.4651 0.6825 1.2701 -0.218
N 2.0335 1.9344 0.8296 -0.466
S 1.2465 1.7779 -0.6997 1.317
O 1.3434 3.0404 -1.3637 -0.730
O 1.6961 0.5850 -1.3615 -0.533
C -0.4417 1.4917 -0.1886 0.071
C -0.9740 2.2148 0.8843 -0.560
C -2.2722 1.9987 1.2557 -1.170
C -3.0772 1.0642 0.5657 1.015
C -4.4178 0.8183 0.9301 -0.846
C -5.1721 -0.0935 0.2452 -0.529
C -4.6241 -0.8027 -0.8359 -0.508
C -3.3284 -0.5890 -1.2160 -0.631
C -2.5247 0.3448 -0.5288 0.593
C -1.1808 0.5832 -0.8854 -0.571
C 1.7608 -2.6183 -0.7944 -0.400
S 0.0733 -2.9470 -0.8308 -0.205
H -1.4527 -1.1350 1.9644 0.229
H -1.4161 -2.8850 2.1821 0.381
H -2.2015 -2.1993 0.7541 0.324
H 3.6434 -1.6999 1.7732 0.317
H 4.2179 -1.8827 0.0929 0.361
H 1.7024 0.0821 1.5861 0.499
H 2.8388 2.5432 0.7054 0.373
H -0.3407 2.9231 1.3929 0.452
H -2.7039 2.5423 2.0833 0.409
H -4.8384 1.3659 1.7608 0.413
H -6.1977 -0.2748 0.5302 0.405
H -5.2363 -1.5183 -1.3642 0.407
H -2.8969 -1.1309 -2.0447 0.429
H -0.7268 0.0495 -1.7061 0.571
H 2.3942 -2.9172 -1.6030 0.471
```

=====

Entry 5:
This record from OMol25 describes the ion C4H12N3 with charge +1 at a distorted geometry. The level of theory is ωB97M-V/def2-TZVPD.

Computed properties:
**LUMO**: -3.5 eV
**Max |F|**: 5.9 eV/Å
**Energy**: -8802.1297 eV
**Charge**: +1
**Relative energy (zero: lowest compared OMol25 entry of this formula, charge and spin)**: 129.2 kcal per mole

Geometry as XYZ:
```
19
Properties=species:S:1:pos:R:3:mulliken_charge:R:1
C -1.5294 2.8950 -0.4530 -0.313
C 1.0911 -1.5949 1.9165 -1.194
C 0.0571 -1.3569 0.7978 -0.315
C 0.8207 -0.7491 -0.3895 -0.678
N -0.8876 1.9097 -0.9386 0.242
N -1.1967 0.6966 -0.8853 -0.819
N -0.1282 -0.2484 -1.3621 0.095
H -2.3789 2.5885 0.0397 0.327
H -1.1719 3.9552 -0.7271 0.243
H 1.1956 -0.7642 2.5758 0.341
H 0.7443 -2.4729 2.4107 0.373
H 2.0683 -1.7777 1.3792 0.340
H -0.8782 -0.7532 1.1026 0.353
H -0.3306 -2.2915 0.4812 0.335
H 1.4688 0.0439 0.1563 0.284
H 1.5071 -1.5143 -0.8983 0.325
H 0.0429 2.1714 -1.3982 0.277
H 0.3523 0.2334 -2.1504 0.397
H -0.8467 -0.9707 -1.6573 0.390
```

=====

Entry 6:
This record from OMol25 describes a structure of composition C72H52BFGeN4O2P3RhSe. The level of theory is ωB97M-V/def2-TZVPD.

Computed properties:
**LUMO (alpha / beta)**: -6.0 / -6.2 eV
**Max |F|**: 0.9 eV/Å
**Energy**: -241687.0029 eV
**Charge**: +2

Geometry as XYZ:
```
138
Properties=species:S:1:pos:R:3:mulliken_charge:R:1
Rh -0.5101 -0.1873 0.1677 -1.480
F 3.4812 -1.5736 -2.6784 -0.554
Ge 1.9988 -1.2528 -1.6927 1.364
C 0.9910 -0.7421 -3.3078 -0.050
C 1.7284 -0.6511 -4.4870 -0.679
C 1.1124 -0.8335 -5.7167 -1.189
C -0.2204 -1.2027 -5.7729 -0.894
C -0.9647 -1.2538 -4.6085 -0.719
C -0.3884 -0.9388 -3.3749 -0.118
P -1.4781 -0.5742 -1.9602 3.067
C -2.7066 -1.9157 -2.1789 1.331
C -4.0800 -1.6827 -2.2427 -0.494
C -4.9566 -2.7156 -2.5452 -0.962
C -4.4680 -3.9828 -2.8217 -0.840
C -3.1023 -4.2196 -2.7776 -0.785
C -2.2289 -3.1993 -2.4412 -0.186
C -2.4578 0.8735 -2.5517 0.715
C -3.0503 0.8679 -3.8183 -0.362
C -3.8632 1.9074 -4.2323 -1.093
C -4.1154 2.9777 -3.3853 -0.915
C -3.5322 3.0017 -2.1320 -0.611
C -2.6954 1.9686 -1.7301 0.326
C 3.2921 -0.5425 -0.3168 0.107
C 4.2940 -1.5061 -0.1593 -0.389
C 5.5431 -1.1838 0.3412 -1.104
C 5.8551 0.1364 0.6290 -1.100
C 4.8724 1.0989 0.5193 -1.098
C 3.5727 0.7568 0.1167 0.310
P 2.3694 2.0634 0.3535 3.059
C 2.4075 2.6536 2.0707 0.926
C 3.5100 2.4732 2.9031 -1.101
C 3.5230 3.0293 4.1729 -0.691
C 2.4305 3.7461 4.6346 -1.005
C 1.3196 3.9129 3.8193 -0.749
C 1.3066 3.3789 2.5398 -0.813
C 2.9446 3.4475 -0.6523 0.874
C 3.3866 3.1707 -1.9471 -0.376
C 3.7661 4.2067 -2.7823 -0.649
C 3.7076 5.5183 -2.3305 -0.734
C 3.2765 5.7952 -1.0412 -0.827
C 2.8898 4.7636 -0.2000 -0.625
C 1.5863 -3.1541 -1.3255 0.043
C 2.2949 -4.0654 -2.1167 -0.363
C 2.2296 -5.4278 -1.8720 -0.895
C 1.4946 -5.9080 -0.7967 -1.170
C 0.7866 -5.0222 -0.0069 -0.483
C 0.7877 -3.6536 -0.2956 0.358
P -0.1438 -2.5372 0.7919 3.377
C -1.7767 -3.2708 1.1397 1.212
C -2.2529 -4.4580 0.5963 -0.804
C -3.5033 -4.9420 0.9550 -0.924
C -4.2974 -4.2477 1.8523 -1.070
C -3.8367 -3.0571 2.3977 -0.886
C -2.5906 -2.5747 2.0385 -1.404
C 0.7598 -2.8369 2.3697 0.175
C 0.1437 -3.0279 3.6029 -0.816
C 0.9063 -3.2514 4.7431 -0.817
C 2.2893 -3.2947 4.6674 -0.825
C 2.9135 -3.1201 3.4385 -0.621
C 2.1540 -2.8965 2.3032 -0.442
H 2.7936 -0.4934 -4.4456 0.699
H 1.6946 -0.7516 -6.6244 0.448
H -0.6843 -1.4421 -6.7195 0.477
H -2.0029 -1.5491 -4.6612 0.359
H -4.4744 -0.6844 -2.1126 0.308
H -6.0183 -2.5192 -2.6028 0.513
H -5.1499 -4.7804 -3.0819 0.454
H -2.7150 -5.2024 -3.0135 0.481
H -1.1606 -3.3889 -2.4391 0.407
H -2.9129 0.0362 -4.4889 0.385
H -4.3124 1.8718 -5.2153 0.494
H -4.7550 3.7882 -3.7064 0.451
H -3.7123 3.8326 -1.4642 0.537
H -2.2301 2.0239 -0.7584 -0.664
H 4.1144 -2.5223 -0.4847 0.591
H 6.2915 -1.9569 0.4502 0.537
H 6.8534 0.4100 0.9406 0.483
H 5.1043 2.1314 0.7530 0.917
H 4.3643 1.8978 2.5762 0.634
H 4.3908 2.8950 4.8041 0.475
H 2.4440 4.1756 5.6271 0.444
H 0.4661 4.4758 4.1727 0.549
H 0.4445 3.5242 1.9079 0.596
H 3.4392 2.1465 -2.2986 0.319
H 4.1091 3.9916 -3.7847 0.512
H 4.0069 6.3260 -2.9840 0.445
H 3.2454 6.8158 -0.6871 0.496
H 2.5606 4.9889 0.8052 0.448
H 2.9163 -3.6987 -2.9202 0.606
H 2.7802 -6.1118 -2.5031 0.469
H 1.4804 -6.9650 -0.5702 0.471
H 0.2438 -5.3934 0.8529 0.676
H -1.6589 -5.0146 -0.1116 0.611
H -3.8582 -5.8678 0.5236 0.480
H -5.2692 -4.6325 2.1283 0.448
H -4.4437 -2.5084 3.1053 0.558
H -2.2343 -1.6550 2.4826 0.380
H -0.9333 -3.0330 3.6897 0.453
H 0.4101 -3.4136 5.6903 0.507
H 2.8766 -3.4851 5.5551 0.434
H 3.9911 -3.1759 3.3590 0.514
H 2.6520 -2.7901 1.3476 0.586
Se -3.2226 1.9450 7.1254 0.295
N -1.6239 1.4679 6.5153 -0.838
C -1.7550 1.2319 5.2327 0.442
C -0.6620 0.7844 4.3781 0.800
C 0.6066 0.4974 4.8887 -0.965
C 1.5768 0.0496 4.0274 -1.673
C 1.2717 -0.0642 2.6735 0.274
N 0.0737 0.1999 2.1708 1.464
C -0.9041 0.6030 3.0187 -0.599
C -2.2455 0.7701 2.4632 -1.316
N -2.4092 0.4557 1.1578 1.035
C -3.6458 0.4369 0.6755 0.261
C -4.7670 0.7948 1.4186 -1.475
C -4.6007 1.1704 2.7316 -1.109
C -3.3189 1.1310 3.2795 0.779
C -3.0693 1.4077 4.6901 0.728
N -3.9981 1.7791 5.5359 -0.885
H 0.7870 0.6159 5.9484 0.608
H 2.5667 -0.2108 4.3690 0.772
H 2.0210 -0.4055 1.9711 -0.472
H -3.7634 0.1144 -0.3443 0.020
H -5.7414 0.7727 0.9539 0.622
H -5.4342 1.4549 3.3594 0.593
O -0.0699 3.0482 -0.1624 -0.156
B 0.5384 1.7815 -0.4094 0.477
O 0.7139 1.6434 -1.8074 0.233
C 0.2485 2.8016 -2.3789 0.837
C 0.1951 3.1304 -3.7153 -0.899
C -0.2407 4.4175 -4.0085 -1.004
C -0.6103 5.3123 -3.0020 -0.884
C -0.5931 4.9493 -1.6605 -1.854
C -0.1717 3.6673 -1.3821 1.309
H 0.4992 2.4297 -4.4808 0.498
H -0.2831 4.7363 -5.0400 0.501
H -0.9227 6.3109 -3.2730 0.466
H -0.8986 5.6298 -0.8785 0.592
```

=====

Entry 7:
This record from OMol25 describes a cluster of 2 separate species, CH4NO2S2 in total at a distorted geometry. The level of theory is ωB97M-V/def2-TZVPD.

Computed properties:
**LUMO**: 3.6 eV
**Max |F|**: 1.7 eV/Å
**Energy**: -28356.6525 eV
**Charge**: -1
**Relative energy (zero: lowest compared OMol25 entry of this formula, charge and spin)**: 75.1 kcal per mole

Geometry as XYZ:
```
10
Properties=species:S:1:pos:R:3:mulliken_charge:R:1
C -1.6337 -0.8852 -0.1108 -0.535
N 1.3542 1.5229 0.6474 -0.811
O 0.8831 0.2569 -1.4271 -0.567
O 1.2635 -1.0351 0.7611 -0.643
S -2.8890 0.0239 0.4531 -0.349
S 0.5809 0.1657 0.2558 0.781
H -1.3921 -0.8434 -1.1597 0.287
H -1.2489 -1.6995 0.4766 0.312
H 1.6950 1.4197 1.5950 0.192
H 1.3871 1.0741 -1.4913 0.332
```